# 1
# C17H18N5O3S4SbTa

A molecular structure, C17H18N5O3S4SbTa at a distorted geometry (wB97M-V/def2-TZVPD, OMol25).

```
49
Properties=species:S:1:pos:R:3:forces:R:3:mulliken_spin:R:1
Ta -0.12665 -1.00633 -1.05332 0.609 1.791 -0.040 0.01
C 2.72073 -1.05876 0.49697 -0.081 -0.100 -0.003 0.00
N 2.22200 -0.54552 -0.80340 0.350 0.048 0.238 0.00
C 2.62752 0.86048 -1.02760 0.117 -0.212 -0.089 0.00
C 1.43502 1.71006 -1.23168 0.238 0.132 -0.068 0.00
N 0.20709 1.31624 -0.98188 -0.308 0.298 -0.188 0.00
C -0.59615 2.45093 -1.28390 -0.184 -0.261 0.229 0.00
C -1.96772 2.71169 -1.15244 -0.008 -0.012 0.047 0.03
C -2.43203 3.96662 -1.51568 0.079 0.052 -0.022 0.03
C -1.57495 4.96386 -1.99724 -0.098 -0.032 0.028 -0.01
C -0.21997 4.73525 -2.10106 0.005 0.003 0.004 0.03
C 0.22982 3.47532 -1.73007 0.274 0.178 -0.080 0.02
N 1.52118 2.96263 -1.68736 -0.197 -0.091 0.115 0.00
C 1.58898 -0.94135 1.45745 0.111 -0.103 -0.210 0.00
N 0.38127 -0.58860 1.04201 -0.158 -0.562 0.434 0.00
C -0.44630 -0.65153 2.19149 -0.052 0.209 -0.395 0.00
C -1.79547 -0.36245 2.35820 -0.043 0.000 0.031 0.00
C -2.31489 -0.50418 3.62850 0.067 -0.022 0.050 0.00
C -1.51589 -0.91331 4.70924 -0.056 0.015 -0.015 0.00
C -0.17256 -1.18817 4.55365 -0.039 0.035 -0.040 0.00
C 0.33210 -1.04446 3.26828 0.302 -0.137 0.167 0.00
N 1.62375 -1.23169 2.75405 -0.205 0.210 0.089 0.00
H 3.59753 -0.51240 0.84548 0.008 0.059 -0.031 0.00
H 3.00817 -2.10199 0.39020 -0.039 -0.019 0.000 0.00
H 2.60076 -1.12944 -1.54278 0.103 0.030 0.027 0.00
H 3.30953 0.93706 -1.87549 -0.057 -0.028 -0.051 0.00
H 3.17196 1.22179 -0.15471 0.014 0.059 0.006 0.00
H -2.65710 1.99946 -0.73355 0.027 -0.021 -0.016 0.00
H -3.48789 4.17747 -1.41301 0.012 0.011 -0.003 0.00
H -1.97947 5.92817 -2.27175 0.005 -0.008 0.002 0.00
H 0.45885 5.50382 -2.44584 0.008 -0.020 0.002 0.00
H 2.37271 3.44571 -1.92595 -0.017 0.040 -0.014 0.00
H -2.41937 -0.03300 1.53946 0.018 -0.013 -0.019 0.00
H -3.36069 -0.28944 3.79903 0.005 -0.007 0.013 0.00
H -1.96429 -1.00821 5.68854 -0.001 0.002 -0.006 0.00
H 0.44616 -1.49004 5.38747 0.003 -0.005 -0.012 0.00
H 2.44625 -1.50242 3.27063 -0.023 0.014 0.048 0.00
S -2.19860 1.89981 -3.97445 0.048 -0.325 0.090 0.88
Sb -1.93817 -0.45425 -3.68500 0.087 0.365 0.116 -0.01
S 0.51929 -0.57553 -3.25850 -0.125 -0.328 -0.316 0.00
S -2.33162 -0.46963 -1.19379 -0.393 -0.341 -0.111 0.03
C -0.17018 -5.30092 -0.81354 0.023 -0.213 0.056 0.00
S -0.16724 -3.57600 -0.74532 -0.065 0.860 -0.087 0.00
O -0.73372 -2.95009 -1.97663 -0.143 -0.694 -0.083 0.00
O 1.19763 -2.96639 -0.70357 -0.228 -0.332 0.073 0.00
O -0.91103 -2.99222 0.36849 0.019 -0.450 0.057 0.00
H 0.58791 -5.61434 -1.52976 -0.041 -0.008 -0.010 0.00
H -1.17041 -5.59724 -1.13016 0.023 -0.039 0.024 0.00
H 0.04619 -5.66651 0.19029 0.011 -0.030 -0.038 0.00
```
Forces are in eV/Å.

The spin multiplicity is 2. As for the energy above the lowest of the compared OMol25 structures with the same formula, charge and spin: 1.062 eV. The charge is +2. As for the HOMO-LUMO gap (spin up / spin down): 7.30 / 6.30 eV. As for the max |F|: 0.03680 Eh/bohr. The HOMO energy (spin up / spin down) is -14.21 / -14.25 eV. Its energy is -82935.035 eV.

# 2
# C4H11NO2

2 unconnected molecules or ions with the total composition C4H11NO2 at a distorted geometry (wB97M-V/def2-TZVPD, OMol25).

```
18
Properties=species:S:1:pos:R:3:forces:R:3:nbo_charge:R:1
C -0.84744 1.69047 -1.50835 0.141 1.826 -1.904 -0.74
C 0.64132 1.60152 -1.37579 1.342 -1.111 -0.486 0.79
O 1.44420 1.93912 -0.54323 -1.181 0.531 0.590 -0.59
O 1.12784 0.98261 -2.47853 -0.061 -0.385 -0.643 -0.70
H -1.24770 2.46245 -0.87032 -0.383 -0.447 0.676 0.24
H -1.38271 0.75968 -1.64729 0.118 -0.278 0.837 0.26
H -0.98996 2.12865 -2.54088 0.255 -0.267 0.854 0.25
H 2.08925 0.89415 -2.36777 -0.237 0.108 0.100 0.49
C 0.56785 -1.62733 1.67800 -2.286 3.735 -0.186 -0.63
C -0.88493 -1.59012 2.31593 0.105 -1.445 1.205 -0.22
N -1.77671 -2.51970 1.62575 1.514 -0.310 -0.385 -0.89
H 0.44959 -1.77294 0.60987 0.508 -1.245 -0.074 0.21
H 1.24715 -2.15137 2.32014 0.309 -0.763 -0.495 0.22
H 0.90502 -0.55924 1.61372 0.084 -0.667 0.580 0.22
H -0.66059 -1.94609 3.33086 -0.519 -0.268 -0.016 0.18
H -1.46555 -0.68746 2.52620 0.980 0.844 -0.622 0.17
H -2.62528 -2.90272 1.99394 -0.059 0.421 0.120 0.38
H -1.70434 -2.37716 0.63608 -0.629 -0.278 -0.152 0.36
```
Forces are in eV/Å.

The spin multiplicity is 1. As for the energy above the lowest of the compared OMol25 structures with the same formula, charge and spin: 1.611 eV. As for the HOMO-LUMO gap: 9.28 eV. As for the max |F|: 0.08523 Eh/bohr. The HOMO energy is -8.58 eV. Its energy is -9910.631 eV.

Copy entry 2 word for word.
# C4H11NO2

2 unconnected molecules or ions with the total composition C4H11NO2 at a distorted geometry (wB97M-V/def2-TZVPD, OMol25).

```
18
Properties=species:S:1:pos:R:3:forces:R:3:nbo_charge:R:1
C -0.84744 1.69047 -1.50835 0.141 1.826 -1.904 -0.74
C 0.64132 1.60152 -1.37579 1.342 -1.111 -0.486 0.79
O 1.44420 1.93912 -0.54323 -1.181 0.531 0.590 -0.59
O 1.12784 0.98261 -2.47853 -0.061 -0.385 -0.643 -0.70
H -1.24770 2.46245 -0.87032 -0.383 -0.447 0.676 0.24
H -1.38271 0.75968 -1.64729 0.118 -0.278 0.837 0.26
H -0.98996 2.12865 -2.54088 0.255 -0.267 0.854 0.25
H 2.08925 0.89415 -2.36777 -0.237 0.108 0.100 0.49
C 0.56785 -1.62733 1.67800 -2.286 3.735 -0.186 -0.63
C -0.88493 -1.59012 2.31593 0.105 -1.445 1.205 -0.22
N -1.77671 -2.51970 1.62575 1.514 -0.310 -0.385 -0.89
H 0.44959 -1.77294 0.60987 0.508 -1.245 -0.074 0.21
H 1.24715 -2.15137 2.32014 0.309 -0.763 -0.495 0.22
H 0.90502 -0.55924 1.61372 0.084 -0.667 0.580 0.22
H -0.66059 -1.94609 3.33086 -0.519 -0.268 -0.016 0.18
H -1.46555 -0.68746 2.52620 0.980 0.844 -0.622 0.17
H -2.62528 -2.90272 1.99394 -0.059 0.421 0.120 0.38
H -1.70434 -2.37716 0.63608 -0.629 -0.278 -0.152 0.36
```
Forces are in eV/Å.

The spin multiplicity is 1. As for the energy above the lowest of the compared OMol25 structures with the same formula, charge and spin: 1.611 eV. As for the HOMO-LUMO gap: 9.28 eV. As for the max |F|: 0.08523 Eh/bohr. The HOMO energy is -8.58 eV. Its energy is -9910.631 eV.